Entry 1:
Molecular formula: C18H17Cl2N3O3
Method: DFT, wB97M-V/def2-TZVPD

```
43
Properties=species:S:1:pos:R:3:mulliken_charge:R:1
O 0.063 3.222 0.229 -0.62
C 0.900 2.383 0.427 0.69
O 1.015 1.690 1.569 -0.30
C 0.074 1.996 2.594 -0.79
H 0.224 3.024 2.940 0.34
H 0.291 1.302 3.409 0.33
C -1.404 1.902 2.183 1.03
O -2.189 2.729 2.595 -0.68
N -1.766 0.881 1.381 0.21
C -1.008 -0.305 1.056 -0.48
H -0.011 -0.269 1.489 0.53
C -1.751 -1.534 1.595 -1.10
N -3.083 -1.588 1.037 0.29
C -3.705 -2.823 0.866 0.47
C -5.017 -3.065 1.277 -0.30
C -5.620 -4.285 1.032 -0.72
C -4.933 -5.295 0.383 -0.47
C -3.630 -5.067 -0.028 -0.66
C -3.025 -3.849 0.203 -0.24
H -2.019 -3.684 -0.152 0.39
H -3.083 -5.843 -0.544 0.36
H -5.406 -6.248 0.198 0.38
H -6.635 -4.448 1.363 0.36
H -5.572 -2.306 1.806 0.38
C -3.849 -0.421 1.408 -0.74
H -4.833 -0.468 0.942 0.57
C -3.126 0.822 0.883 -1.26
H -3.638 1.730 1.204 0.48
H -3.091 0.786 -0.210 0.32
H -3.970 -0.338 2.501 0.32
H -1.198 -2.437 1.340 0.48
H -1.800 -1.458 2.696 0.24
H -0.922 -0.382 -0.035 0.14
C 1.922 1.974 -0.573 0.08
C 1.917 2.572 -1.832 -0.40
N 2.784 2.258 -2.774 -0.55
C 3.698 1.344 -2.529 0.36
C 3.797 0.678 -1.299 0.08
C 2.889 1.005 -0.307 -0.30
H 2.934 0.520 0.655 0.60
Cl 5.009 -0.508 -1.029 -0.18
Cl 4.786 0.990 -3.797 -0.16
H 1.187 3.328 -2.080 0.51
```

Values from the calculation:
calculated total energy = -54600.196 eV
HOMO level = -0.2971 hartree
charge = 0
relative energy (zero: lowest compared OMol25 entry of this formula, charge and spin) = 162.0 kJ/mol
strongest force on any atom = 0.56 eV Å⁻¹
SMILES = O=C(OCC(=O)N1CCN(c2ccccc2)CC1)c1cnc(Cl)c(Cl)c1

---

Entry 2:
Molecular formula: C33H24N3O4Ti
Method: DFT, wB97M-V/def2-TZVPD

```
65
Properties=species:S:1:pos:R:3:mulliken_charge:R:1
Ti -1.439 -1.129 0.067 -0.49
C -3.065 -3.385 -1.707 -1.02
O -1.949 -2.510 -1.557 -0.10
C -1.184 -2.271 -2.702 0.44
C -1.499 -2.733 -3.960 -0.45
C -0.639 -2.430 -5.017 -0.77
C 0.506 -1.685 -4.779 -0.67
C 0.815 -1.226 -3.507 -0.82
C -0.041 -1.502 -2.439 0.49
N 0.137 -1.124 -1.130 1.40
N 1.374 -0.577 -0.882 -1.21
C 1.733 -0.539 0.408 -0.74
C 1.059 -1.157 1.486 0.81
O -0.166 -1.716 1.296 -0.38
C 1.612 -1.173 2.768 -0.23
C 2.778 -0.517 3.080 -1.19
C 3.441 0.217 2.071 1.31
C 4.602 0.986 2.343 -1.02
C 5.226 1.710 1.366 -0.44
C 4.715 1.702 0.051 -0.77
C 3.598 0.965 -0.242 -0.82
C 2.933 0.207 0.747 0.86
H -2.732 -4.318 -2.163 0.40
H -3.830 -2.915 -2.329 0.36
H -3.440 -3.576 -0.709 0.19
H -2.393 -3.314 -4.140 0.39
H -0.873 -2.781 -6.013 0.37
H 1.173 -1.452 -5.600 0.38
H 1.706 -0.652 -3.304 0.42
H 1.065 -1.716 3.530 0.50
H 3.177 -0.536 4.087 0.31
H 4.986 0.989 3.358 0.36
H 6.110 2.292 1.600 0.38
H 5.206 2.281 -0.723 0.39
H 3.184 0.949 -1.241 0.33
C -2.772 1.354 -3.436 -0.96
C -2.089 2.545 -3.214 -0.85
C -1.358 2.693 -2.050 -0.75
C -1.307 1.651 -1.121 0.46
C -1.957 0.425 -1.331 1.04
C -2.700 0.322 -2.512 -0.25
C -0.649 1.791 0.178 1.28
C 0.210 2.868 0.529 -0.95
C 0.715 2.943 1.785 -0.94
C 0.259 2.037 2.781 1.19
C 0.612 2.152 4.139 -0.81
C 0.056 1.319 5.075 -0.68
C -0.864 0.337 4.672 -0.62
C -1.185 0.173 3.349 -0.48
C -0.613 1.010 2.373 0.31
N -0.945 0.839 1.051 0.14
H -3.364 1.230 -4.337 0.42
H -2.137 3.351 -3.936 0.37
H -0.845 3.629 -1.860 0.31
H -3.251 -0.588 -2.731 0.33
H 0.505 3.579 -0.228 0.34
H 1.427 3.714 2.055 0.39
H 1.317 2.923 4.427 0.41
H 0.321 1.415 6.120 0.37
H -1.315 -0.309 5.415 0.42
H -1.873 -0.599 3.037 0.17
O -2.724 -2.982 1.302 -0.61
C -3.540 -2.057 1.426 0.07
O -3.434 -0.957 0.802 -0.51
H -4.388 -2.170 2.125 0.44
```

Values from the calculation:
calculated total energy = -70389.868 eV
HOMO level (alpha / beta) = -0.0832 / -0.0832 hartree
charge = -1
relative energy (zero: lowest compared OMol25 entry of this formula, charge and spin) = 53.2 kJ/mol
strongest force on any atom = 0.53 eV Å⁻¹

---

Entry 3:
Molecular formula: C3H3FN2O
Method: DFT, wB97M-V/def2-TZVPD

```
10
Properties=species:S:1:pos:R:3:mulliken_charge:R:1
C 1.572 0.504 0.316 -0.13
C 0.123 0.183 0.082 0.56
C -1.960 0.457 -0.068 -0.09
H 1.734 1.554 -0.102 0.23
H 1.914 0.387 1.363 0.18
H -2.960 0.861 -0.297 0.35
N -0.734 1.171 -0.131 -0.47
N -1.774 -0.857 -0.002 -0.27
O -0.407 -1.046 0.133 -0.10
F 2.412 -0.388 -0.342 -0.28
```

Values from the calculation:
calculated total energy = -10902.941 eV
HOMO level = -0.4042 hartree
charge = 0
relative energy (zero: lowest compared OMol25 entry of this formula, charge and spin) = 187.9 kJ/mol
strongest force on any atom = 2.65 eV Å⁻¹
SMILES = FCc1ncno1

---

Entry 4:
Molecular formula: C23H22O5S
Method: DFT, wB97M-V/def2-TZVPD

```
51
Properties=species:S:1:pos:R:3:mulliken_charge:R:1
C 1.914 2.438 5.781 -0.79
H 2.425 1.495 6.001 0.32
O 0.555 2.232 5.483 -0.47
C 0.232 1.464 4.408 1.03
C 1.146 0.861 3.553 -0.85
C 0.700 0.106 2.480 -0.27
C -0.654 -0.078 2.242 -0.64
C -1.565 0.527 3.108 -0.18
C -1.133 1.286 4.171 -0.86
H -1.834 1.759 4.840 0.44
H -2.622 0.408 2.928 0.40
C -1.169 -0.808 1.055 -0.10
C -0.234 -1.778 0.358 -0.36
H 0.598 -1.235 -0.085 0.03
C -1.025 -2.541 -0.705 0.00
O -2.089 -3.046 -0.426 -0.64
C -0.432 -2.643 -2.052 0.40
C -1.306 -2.828 -3.123 -0.89
C -0.837 -2.886 -4.418 -0.48
C 0.528 -2.782 -4.669 0.98
C 1.412 -2.627 -3.603 -0.91
C 0.935 -2.551 -2.311 -0.09
H 1.645 -2.451 -1.503 0.45
H 2.468 -2.566 -3.814 0.44
O 1.039 -2.830 -5.923 -0.55
H 0.327 -2.940 -6.565 0.28
H -1.526 -3.012 -5.242 0.27
H -2.361 -2.899 -2.913 0.44
H 0.147 -2.506 1.081 0.44
H -2.128 -1.287 1.260 0.97
S -1.583 0.478 -0.216 1.43
O -1.850 -0.190 -1.466 -0.58
O -2.597 1.349 0.311 -0.76
C -0.058 1.410 -0.402 -0.01
C 0.835 1.057 -1.395 -0.46
C 2.040 1.731 -1.493 -0.88
C 2.356 2.752 -0.602 0.95
C 1.433 3.098 0.381 -0.81
C 0.227 2.430 0.485 -0.53
H -0.503 2.694 1.234 0.57
H 1.664 3.898 1.070 0.42
C 3.653 3.491 -0.721 -1.57
H 3.984 3.857 0.247 0.37
H 3.528 4.350 -1.380 0.31
H 4.427 2.854 -1.145 0.38
H 2.743 1.462 -2.268 0.44
H 0.567 0.275 -2.090 0.67
H 1.437 -0.342 1.831 0.31
H 2.209 0.972 3.704 0.39
H 1.929 3.070 6.667 0.24
H 2.433 2.950 4.964 0.31
```

Values from the calculation:
calculated total energy = -45280.442 eV
HOMO level = -0.3158 hartree
charge = 0
relative energy (zero: lowest compared OMol25 entry of this formula, charge and spin) = 0.0 kJ/mol
strongest force on any atom = 0.93 eV Å⁻¹
SMILES = COc1ccc([C@H](CC(=O)c2ccc(O)cc2)S(=O)(=O)c2ccc(C)cc2)cc1

---

Entry 5:
Molecular formula: C3H4O3
Method: DFT, wB97M-V/def2-TZVPD

```
10
Properties=species:S:1:pos:R:3:mulliken_charge:R:1
O 3.169 -0.009 -0.284 -0.22
C 2.043 -0.002 -0.157 0.24
O 0.477 1.618 -0.163 -0.37
C -0.672 1.253 -0.139 -0.22
C -0.646 -1.249 0.247 -0.22
O 0.493 -1.616 0.094 -0.37
H -1.239 1.219 0.807 0.29
H -1.217 1.004 -1.065 0.29
H -1.042 -1.000 1.245 0.29
H -1.351 -1.213 -0.601 0.29
```

Values from the calculation:
calculated total energy = -9315.077 eV
HOMO level = -0.3798 hartree
charge = 0
relative energy (zero: lowest compared OMol25 entry of this formula, charge and spin) = 349.7 kJ/mol
strongest force on any atom = 2.15 eV Å⁻¹

---

Entry 6:
Molecular formula: C3H5NO2
Method: DFT, wB97M-V/def2-TZVPD

```
11
Properties=species:S:1:pos:R:3:mulliken_charge:R:1
O 1.874 -1.218 -0.316 -0.48
C 1.589 -0.417 0.541 0.12
C 0.392 0.501 0.448 -0.54
N -0.404 0.200 -0.711 -0.18
C -1.728 -0.100 -0.586 0.09
O -2.378 0.047 0.429 -0.56
H 2.214 -0.300 1.448 0.34
H -0.239 0.394 1.337 0.33
H 0.752 1.541 0.449 0.27
H 0.091 -0.168 -1.511 0.29
H -2.163 -0.480 -1.528 0.32
```

Values from the calculation:
calculated total energy = -8776.906 eV
HOMO level = -0.3730 hartree
charge = 0
relative energy (zero: lowest compared OMol25 entry of this formula, charge and spin) = 76.1 kJ/mol
strongest force on any atom = 0.51 eV Å⁻¹
SMILES = O=CCNC=O

---

Entry 7:
Molecular formula: C12H43N14O13
Method: DFT, wB97M-V/def2-TZVPD

```
82
Properties=species:S:1:pos:R:3:mulliken_charge:R:1
N 0.789 0.412 1.187 0.45
O 0.843 -0.326 0.182 -0.66
O -0.214 0.346 1.926 -0.36
O 1.764 1.106 1.511 0.31
C 0.842 4.098 -0.716 0.54
O 0.142 4.027 0.286 -0.66
N 0.748 5.144 -1.596 -0.43
N 1.582 3.031 -1.184 -0.27
H 1.219 5.072 -2.477 0.14
H 0.031 5.815 -1.401 0.25
H 2.232 3.268 -1.911 0.25
H 1.721 2.248 -0.570 0.05
C 3.977 -1.322 3.256 0.41
O 4.727 -2.083 3.863 -0.74
N 3.811 -0.026 3.625 -0.09
N 3.223 -1.747 2.200 -0.22
H 4.470 0.366 4.271 0.24
H 3.350 0.589 2.973 -0.08
H 3.472 -2.653 1.850 0.17
H 2.594 -1.163 1.676 0.15
C -0.220 -1.699 5.432 0.57
O -1.211 -1.022 5.695 -0.75
N 0.448 -1.604 4.250 -0.16
N 0.266 -2.643 6.300 -0.41
H 1.310 -2.105 4.121 0.19
H 0.268 -0.834 3.624 0.03
H -0.319 -2.784 7.099 0.25
H 1.197 -2.964 6.117 0.18
C -3.453 -0.870 0.642 0.46
O -4.582 -1.244 0.339 -0.74
N -2.433 -0.789 -0.259 -0.16
N -3.077 -0.599 1.928 -0.27
H -1.471 -0.647 0.002 0.14
H -2.609 -1.184 -1.166 0.16
H -3.723 -0.849 2.650 0.17
H -2.138 -0.285 2.093 0.32
C 0.957 2.308 5.181 0.48
O 1.558 2.127 6.233 -0.73
N 0.003 1.501 4.661 -0.18
N 1.225 3.394 4.367 -0.35
H -0.317 0.781 5.297 0.17
H -0.546 1.876 3.908 0.13
H 2.013 3.978 4.560 0.21
H 0.791 3.438 3.459 0.20
C 4.986 3.367 2.182 0.48
O 6.082 3.838 2.456 -0.69
N 4.796 2.462 1.182 -0.23
N 3.816 3.932 2.616 -0.31
H 3.872 2.189 0.896 0.21
H 5.594 2.120 0.685 0.12
H 2.949 3.468 2.396 0.23
H 3.869 4.547 3.405 0.20
C -3.408 -0.279 -7.667 -0.65
O -3.060 -1.554 -8.132 -0.37
C -3.897 -2.581 -7.657 -0.70
C -3.431 -3.132 -6.301 -0.43
N -4.029 -2.467 -5.167 -0.15
C -3.532 -2.857 -3.853 -0.57
C -2.038 -3.017 -3.716 -0.55
O -1.689 -2.704 -2.394 -0.23
C -0.424 -3.134 -1.994 -0.66
H -4.452 -0.020 -7.897 0.27
H -2.772 0.478 -8.121 0.27
H -3.323 -0.188 -6.577 0.25
H -3.837 -3.397 -8.376 0.36
H -4.954 -2.305 -7.542 0.35
H -2.348 -3.012 -6.274 0.31
H -3.674 -4.214 -6.310 0.33
H -5.020 -2.317 -5.243 0.21
H -4.024 -3.793 -3.535 0.17
H -3.937 -2.106 -3.172 0.34
H -1.517 -2.290 -4.362 0.30
H -1.708 -3.995 -4.082 0.41
H -0.310 -4.215 -1.847 0.29
H -0.176 -2.718 -1.014 0.07
H 0.329 -2.725 -2.682 0.35
O -1.675 2.729 2.217 -0.72
H -1.186 1.911 2.047 0.11
H -1.378 3.322 1.515 0.44
O 3.476 0.773 -0.983 -0.62
H 4.087 0.156 -1.396 0.28
H 2.687 0.248 -0.785 0.19
```

Values from the calculation:
calculated total energy = -60625.821 eV
HOMO level = -0.2538 hartree
charge = -1
strongest force on any atom = 2.18 eV Å⁻¹

---

Entry 8:
Molecular formula: C5H14N4
Method: DFT, wB97M-V/def2-TZVPD

```
23
Properties=species:S:1:pos:R:3:mulliken_charge:R:1
C 0.346 0.956 0.090 -0.04
C -1.049 2.860 -0.045 -0.30
C -0.133 2.736 -1.217 -0.56
C -0.300 -1.801 -0.153 -0.57
C 0.760 -1.190 0.707 -0.07
N -0.550 1.645 0.676 -0.04
N 0.678 1.517 -1.062 -0.09
N 0.600 -1.329 2.008 -0.36
N 0.219 -3.229 -0.438 -0.40
H -0.752 3.787 0.444 0.28
H -2.136 2.850 -0.391 0.27
H -0.718 2.675 -2.174 0.27
H 0.456 3.632 -1.457 0.34
H -1.210 -1.763 0.355 0.41
H -0.453 -1.325 -1.170 0.33
H 1.889 -1.108 0.383 0.37
H -0.830 1.301 1.548 0.15
H 1.393 1.433 -1.725 0.20
H 1.271 -1.059 2.732 0.28
H -0.310 -1.532 2.391 0.23
H -0.230 -4.034 0.221 0.45
H 1.282 -3.360 -0.431 0.41
H -0.225 -3.660 -1.290 0.41
```

Values from the calculation:
calculated total energy = -11353.587 eV
HOMO level = -0.6016 hartree
charge = +2
relative energy (zero: lowest compared OMol25 entry of this formula, charge and spin) = 249.1 kJ/mol
strongest force on any atom = 4.29 eV Å⁻¹